Record 1
Below is 3 unconnected molecules or ions with the total composition C22H24Cl4N4O3S2, with properties calculated with ωB97M-V/def2-TZVPD.

```
59
Properties=species:S:1:pos:R:3:lowdin_charge:R:1
Cl 8.851 3.603 0.969 0.53
Cl -7.080 -0.656 -1.565 0.53
Cl -6.734 0.912 1.446 0.54
Cl 8.523 2.031 -2.045 0.53
S 3.035 -4.445 -2.146 0.65
S -4.127 -1.661 -1.297 0.83
O -1.546 -3.119 -1.049 -0.08
O 5.045 -0.050 0.914 0.05
O 2.003 1.169 -3.039 0.05
N 4.991 -2.371 -1.330 0.07
N -1.425 -3.487 1.234 0.00
N -2.552 -2.810 0.909 -0.05
N -0.521 -0.501 4.238 -0.02
C -0.710 1.467 -1.632 -0.17
C 1.608 0.576 -0.602 0.00
C 3.243 -0.838 -2.235 0.07
C -2.730 -2.531 -0.485 -0.50
C 4.037 -0.328 0.222 -0.22
C 0.139 1.079 -0.339 -0.08
C 2.097 0.271 2.067 0.04
C 4.175 -3.373 -1.553 -0.60
C -0.337 1.159 1.130 0.04
C -7.735 -1.191 0.003 -0.64
C -2.160 2.081 -1.331 -0.20
C 4.104 -1.189 -1.145 -0.17
C 7.831 1.517 -0.485 -0.67
C 2.225 0.406 -2.071 -0.27
C 7.436 2.695 0.382 -0.67
C 2.554 0.190 0.595 -0.04
C -3.304 0.997 -1.042 -0.26
C 0.616 0.746 2.308 -0.11
C 0.154 0.770 3.859 -0.25
C -8.140 -0.024 0.880 -0.66
C -0.768 -3.718 -0.030 -0.07
C -3.489 -0.119 -2.181 -0.43
H 1.064 0.889 4.546 0.12
H -0.698 0.566 -2.331 0.11
H -2.055 2.719 -0.375 0.11
H -4.324 0.138 -2.938 0.09
H 6.899 2.340 1.264 0.07
H -3.205 0.499 -0.003 0.10
H -8.813 0.657 0.356 0.07
H 8.560 0.877 0.014 0.07
H -0.112 2.295 -2.174 0.13
H -8.655 -0.392 1.770 0.07
H -1.160 -0.837 3.505 0.06
H -2.441 2.782 -2.193 0.12
H -2.558 -0.337 -2.800 0.08
H 2.810 -0.002 2.914 0.11
H 0.153 -1.269 4.398 0.07
H -6.983 -1.817 0.488 0.07
H 6.787 3.388 -0.155 0.07
H 6.950 0.913 -0.714 0.05
H -1.393 1.503 1.378 0.10
H -8.606 -1.813 -0.214 0.08
H -4.301 1.583 -0.998 0.11
H -0.538 1.667 4.016 0.11
H 0.212 -4.285 -0.212 0.12
H 3.220 -1.424 -3.209 0.13
```

Values from the calculation:
E_HOMO, eV: -9.02
Molecular weight, g/mol: 598.405
Net charge: 0
SMILES string: NCc1cc(CCCCSc2nnco2)c2c(c1)C(=O)C(N=C=S)=CC2=O.ClCCCl.ClCCCl


Record 2
Below is a single C22H24ClN3O5 molecule, with properties calculated with ωB97M-V/def2-TZVPD.

```
55
Properties=species:S:1:pos:R:3:lowdin_charge:R:1
Cl 6.872 2.744 -0.407 0.67
O -5.353 -0.930 -0.203 -0.09
O 1.791 -4.300 -0.215 -0.05
O -1.281 0.752 1.649 0.09
O 2.078 -1.153 2.158 0.09
O 0.471 -0.150 -1.236 0.04
N -0.248 2.073 0.096 0.08
N -0.490 -1.452 0.371 0.11
N 2.281 -2.130 0.147 0.02
C -0.630 0.905 0.633 -0.42
C -4.630 0.225 -0.232 -0.27
C 5.792 0.820 1.142 -0.09
C 4.803 -0.089 1.470 -0.01
C 3.539 0.568 -0.466 -0.02
C -2.873 1.435 -1.345 -0.05
C 2.616 -1.198 1.069 -0.42
C -0.857 3.327 0.455 -0.15
C -6.314 -1.092 0.812 -0.09
C -3.671 0.316 -1.241 0.00
C 4.515 1.492 -0.792 -0.09
C -3.972 2.402 0.537 -0.03
C -0.130 -0.290 -0.179 -0.41
C 1.296 -3.154 0.413 -0.28
C -4.784 1.287 0.651 -0.01
C -0.083 -2.725 -0.152 -0.07
C 2.511 -3.887 -1.366 -0.14
C 3.683 -0.235 0.660 -0.14
C -2.041 3.644 -0.480 -0.13
C 2.906 -2.414 -1.125 -0.09
C 5.642 1.604 0.009 -0.67
C -3.006 2.493 -0.452 -0.26
H -0.825 -3.487 0.089 0.13
H 3.987 -2.274 -1.062 0.13
H -5.859 -1.047 1.807 0.10
H 0.217 2.001 -0.802 0.14
H 0.000 -2.621 -1.238 0.13
H -1.217 3.218 1.481 0.13
H -6.744 -2.080 0.656 0.09
H -2.132 1.482 -2.130 0.12
H -0.901 -1.382 1.295 0.15
H 4.895 -0.695 2.358 0.12
H -3.563 -0.510 -1.925 0.12
H 3.376 -4.547 -1.459 0.12
H -5.518 1.254 1.439 0.10
H 1.888 -3.990 -2.262 0.12
H 2.651 0.486 -1.074 0.10
H 2.503 -1.765 -1.907 0.12
H -4.090 3.211 1.243 0.12
H -0.107 4.120 0.411 0.12
H 1.223 -3.334 1.492 0.17
H -1.667 3.800 -1.494 0.11
H -2.520 4.563 -0.140 0.11
H 4.407 2.122 -1.661 0.11
H 6.668 0.927 1.762 0.11
H -7.106 -0.339 0.740 0.09
```

Values from the calculation:
E_HOMO, eV: -8.33
Molecular weight, g/mol: 445.903
Net charge: 0
Energy above the lowest of the compared OMol25 structures with the same formula, charge and spin, kJ/mol: 1.89
SMILES string: COc1ccc(CCNC(=O)C(=O)NC[C@H]2OCCN2C(=O)c2ccc(Cl)cc2)cc1


Record 3
Below is 2 unconnected molecules or ions with the total composition C22H24FN2O7, with properties calculated with ωB97M-V/def2-TZVPD.

```
56
Properties=species:S:1:pos:R:3:lowdin_charge:R:1
F -1.628 -0.831 -4.625 0.06
O 6.194 -0.855 1.843 0.01
O -7.271 1.963 -4.105 0.04
O -5.648 -1.181 -7.325 0.05
O 0.037 1.085 1.200 -0.07
O 1.611 -3.224 0.344 0.05
O 4.538 0.882 5.325 0.04
O -0.731 -0.006 2.964 -0.09
N 3.164 2.570 5.336 0.03
N 4.930 0.839 2.434 0.12
C -5.349 0.639 -3.604 0.01
C 2.331 3.658 4.827 -0.07
C -5.546 -0.568 -6.111 -0.31
C 5.272 -0.446 2.535 -0.54
C 4.583 -1.427 3.460 0.00
C -0.407 -2.024 -0.072 0.00
C -6.372 1.009 -4.478 -0.31
C -4.513 -0.919 -5.244 0.01
C 3.868 1.657 4.657 -0.45
C 0.723 -2.689 -0.540 -0.32
C 0.048 -2.211 -2.814 -0.03
C -6.471 0.399 -5.726 0.04
C -1.108 -1.550 -2.360 -0.17
C 0.195 0.504 2.295 -0.77
C -4.402 -0.316 -3.983 -0.21
C 2.534 1.505 2.390 -0.15
C 3.897 1.663 3.100 -0.19
C 1.619 0.361 2.847 -0.12
C -2.058 -1.009 -3.350 -0.20
C -3.370 -0.712 -3.026 0.02
C 0.952 -2.779 -1.909 -0.01
C -1.312 -1.452 -0.968 0.00
H -3.688 -0.786 -1.994 0.11
H -7.271 0.679 -6.400 0.12
H 3.220 2.458 6.337 0.14
H -0.584 -1.908 0.994 0.11
H 1.584 0.345 3.939 0.11
H 4.191 2.683 2.863 0.14
H 5.259 -1.655 4.279 0.09
H 3.671 -1.020 3.875 0.05
H 2.811 4.150 3.981 0.08
H 1.361 3.265 4.515 0.09
H -7.018 2.317 -3.238 0.11
H -4.901 -1.791 -7.433 0.11
H 2.167 4.397 5.612 0.08
H 1.842 -3.287 -2.261 0.11
H 5.489 1.316 1.748 0.14
H 4.354 -2.331 2.900 0.08
H 2.714 1.402 1.319 0.12
H 2.027 -0.587 2.493 0.09
H -5.274 1.099 -2.625 0.12
H 1.988 2.438 2.511 0.09
H -3.802 -1.684 -5.536 0.12
H -2.146 -0.906 -0.539 0.12
H 0.247 -2.299 -3.877 0.11
H 1.448 -2.831 1.219 0.11
```

Values from the calculation:
E_HOMO, eV: -4.84
Molecular weight, g/mol: 447.439
Net charge: -1


Record 4
Below is a molecular structure, C22H24FN3O3, with properties calculated with ωB97M-V/def2-TZVPD.

```
53
Properties=species:S:1:pos:R:3:lowdin_charge:R:1
F -2.534 -1.832 1.255 0.07
O 2.603 -1.619 0.928 0.05
O -1.500 4.712 1.385 0.09
O 2.674 2.510 -0.486 -0.07
N 0.242 3.407 2.080 0.15
N 3.603 -0.233 -0.564 0.07
N -2.766 2.613 0.140 0.15
C -4.815 -0.212 -1.063 -0.08
C -4.179 -1.219 -0.309 -0.02
C 2.750 -1.263 -0.230 -0.48
C -2.705 0.438 0.636 -0.09
C 1.288 2.778 1.299 -0.39
C 0.410 -3.238 0.025 -0.12
C -0.336 -4.551 -1.908 -0.19
C -1.679 1.093 1.382 0.06
C 2.858 1.692 0.697 -0.41
C -4.429 1.105 -0.990 -0.02
C -3.368 1.417 -0.132 -0.19
C -0.608 -4.310 -0.415 -0.17
C 0.993 -2.679 -1.248 -0.20
C -3.149 -0.882 0.523 -0.23
C 1.421 1.261 1.035 -0.03
C 3.974 0.716 0.472 -0.09
C 1.546 3.315 -0.116 -0.10
C -1.748 2.415 1.046 -0.17
C 2.038 -1.861 -1.379 0.02
C -1.011 3.605 1.509 -0.42
C 2.740 2.722 1.838 0.01
C 0.188 -3.203 -2.408 -0.14
H -4.498 -2.250 -0.374 0.11
H -1.001 0.644 2.086 0.12
H -0.064 -2.433 0.592 0.11
H -1.222 -4.883 -2.450 0.10
H -1.630 -3.961 -0.258 0.09
H 0.759 -3.254 -3.334 0.12
H 1.191 -3.622 0.678 0.12
H 0.832 0.824 0.231 0.13
H -0.498 -5.227 0.164 0.11
H 3.466 0.172 -1.478 0.13
H -5.632 -0.491 -1.715 0.10
H 0.706 3.132 -0.792 0.13
H 0.432 -5.317 -2.038 0.11
H 2.348 -1.552 -2.373 0.11
H 1.373 0.659 1.940 0.13
H 4.881 1.243 0.173 0.13
H 3.350 3.623 1.764 0.13
H 0.556 4.309 2.425 0.15
H 2.793 2.273 2.827 0.13
H -4.927 1.869 -1.572 0.11
H 1.810 4.375 -0.137 0.13
H 4.173 0.163 1.387 0.13
H -3.047 3.528 -0.169 0.16
H -0.654 -2.520 -2.577 0.13
```

Values from the calculation:
E_HOMO, eV: -8.45
Molecular weight, g/mol: 397.450
Net charge: 0
Energy above the lowest of the compared OMol25 structures with the same formula, charge and spin, kJ/mol: 212.82


Record 5
Below is a molecular structure, C22H24IN3PPd, with properties calculated with ωB97M-V/def2-TZVPD.

```
52
Properties=species:S:1:pos:R:3:lowdin_charge:R:1
I 1.214 -0.915 2.675 1.19
Pd -0.406 -0.326 0.667 0.51
P -1.849 0.499 -1.014 1.14
N 2.222 -2.731 -2.121 -0.16
N 0.585 1.875 0.067 0.08
N 0.753 -1.167 -0.933 0.06
C -0.245 4.130 -0.493 0.02
C -2.534 -0.755 -4.732 -0.02
C -4.501 -1.318 -3.425 -0.01
C -4.220 -0.638 2.687 0.02
C -2.662 0.112 0.516 -0.43
C -0.717 -0.230 2.703 -0.64
C -3.938 0.722 2.469 -0.01
C 1.721 -3.523 -3.261 0.02
C 1.445 -1.924 -1.489 -0.24
C -3.158 1.103 1.407 -0.05
C -3.900 -0.833 -2.281 -0.04
C -0.353 2.751 -0.537 -0.30
C -3.726 -1.625 1.845 -0.03
C -1.104 4.903 -1.263 0.01
C -2.066 4.321 -2.090 -0.02
C -2.952 -1.266 0.753 -0.11
C -1.399 2.166 -1.271 -0.29
C 3.618 -2.937 -1.689 0.02
C -2.217 2.952 -2.111 -0.03
C -3.819 -1.289 -4.640 0.01
C -2.609 -0.281 -2.372 -0.35
C -1.923 -0.252 -3.603 -0.07
H 1.622 -4.567 -2.969 0.11
H -3.965 -2.666 2.018 0.14
H -0.995 5.980 -1.253 0.14
H -4.445 -0.839 -1.348 0.12
H 0.758 -3.134 -3.580 0.09
H 1.152 1.423 -0.646 0.10
H -0.926 0.170 -3.666 0.12
H -4.357 1.469 3.130 0.14
H -4.853 -0.915 3.521 0.14
H 1.216 2.348 0.707 0.12
H -2.636 -2.020 0.041 0.12
H 2.433 -3.432 -4.079 0.11
H 0.547 4.597 0.080 0.14
H 4.261 -2.859 -2.563 0.11
H 3.722 -3.922 -1.238 0.11
H -5.507 -1.711 -3.380 0.13
H -2.022 -0.733 -5.684 0.13
H -1.446 -0.968 3.015 0.00
H -2.705 4.946 -2.698 0.13
H -0.848 0.773 3.091 0.02
H -4.299 -1.681 -5.527 0.14
H -2.956 2.149 1.211 0.13
H -2.993 2.492 -2.709 0.13
H 3.898 -2.167 -0.975 0.10
```

Values from the calculation:
E_HOMO, eV: -17.87
Molecular weight, g/mol: 594.753
Net charge: +3
Energy above the lowest of the compared OMol25 structures with the same formula, charge and spin, kJ/mol: 31.54


Record 6
Below is a molecular structure, C22H24MnN2S, with properties calculated with ωB97M-V/def2-TZVPD.

```
50
Properties=species:S:1:pos:R:3:lowdin_charge:R:1
Mn -0.011 -0.746 0.211 0.43
S -0.409 -2.814 1.568 0.49
N -1.922 -0.155 -0.638 -0.03
N 0.821 -2.484 -0.748 -0.04
C -3.216 -1.869 -1.847 -0.05
C 1.314 0.611 0.792 -0.25
C 0.477 -3.403 0.206 -0.80
C -4.174 0.835 -0.611 -0.06
C -2.445 -2.636 -4.003 -0.15
C 1.032 1.239 3.208 -0.12
C 1.807 -4.255 -2.037 -0.12
C -1.243 -0.905 -2.826 -0.06
C -2.953 0.460 0.004 -0.30
C 0.831 -4.752 0.079 -0.14
C 1.146 3.039 1.504 -0.13
C -2.780 0.857 1.353 -0.04
C -5.151 1.513 0.094 -0.15
C 1.498 -5.194 -1.047 -0.11
C -1.388 -1.735 -3.920 -0.13
C -4.970 1.869 1.426 -0.17
C -2.153 -0.943 -1.746 -0.32
C 3.190 1.729 2.081 -0.13
C 1.454 -2.942 -1.836 -0.16
C 1.674 1.630 1.863 -0.76
C -3.351 -2.694 -2.947 -0.13
C -3.762 1.536 2.040 -0.13
H -4.332 0.588 -1.653 0.09
H -6.075 1.783 -0.410 0.08
H -0.672 -1.683 -4.735 0.09
H 1.690 -2.190 -2.581 0.10
H 2.205 0.472 0.138 -0.09
H 1.190 2.006 3.984 0.05
H -1.830 0.595 1.805 0.07
H -2.550 -3.295 -4.857 0.07
H 1.620 3.399 0.589 0.05
H -0.419 -0.203 -2.755 0.10
H -5.747 2.392 1.972 0.07
H -4.169 -3.407 -2.979 0.08
H -3.595 1.816 3.075 0.09
H 1.451 0.292 3.553 0.06
H 1.761 -6.238 -1.161 0.09
H 3.446 2.446 2.878 0.05
H -3.906 -1.949 -1.017 0.11
H 0.556 -5.433 0.872 0.08
H 3.692 2.049 1.163 0.06
H 3.583 0.748 2.356 0.06
H -0.040 1.094 3.061 0.04
H 2.316 -4.550 -2.946 0.08
H 0.073 2.973 1.322 0.06
H 1.333 3.771 2.312 0.05
```

Values from the calculation:
E_HOMO (alpha / beta), eV: 2.38 / 1.51
Expectation value of S²: 8.776
2S+1: 6
Molecular weight, g/mol: 403.453
Net charge: -2
Energy above the lowest of the compared OMol25 structures with the same formula, charge and spin, kJ/mol: 0.00